Entry from OMol25: a molecular structure, C42H37F8N2O4S2SbTa (ωB97M-V/def2-TZVPD).

- energy relative to the best compared isomer or geometry (same formula, charge and spin) (kJ/mol) = 49.8
- HOMO (eV) = -16.05
- total charge = +3
- gap between HOMO and LUMO (eV) = 6.3
- E (eV) = -106798.9603

Atoms and positions in Å:
Ta  -0.393  0.277  0.287
C  0.778  0.430  7.835
C  0.455  -0.084  6.466
C  0.190  -1.436  6.253
C  -0.094  -1.923  4.989
C  -0.106  -1.031  3.919
C  0.152  0.332  4.101
C  0.428  0.792  5.369
S  -0.471  -1.674  2.361
O  -0.743  -3.057  2.414
O  0.607  -1.242  1.361
N  -1.603  -0.759  1.635
C  -2.389  0.312  2.107
C  -3.429  0.386  2.992
C  -4.051  1.630  3.098
C  -3.642  2.710  2.315
C  -2.590  2.547  1.435
N  -1.963  1.362  1.373
H  0.456  -0.261  8.610
H  0.314  1.400  8.012
H  1.858  0.563  7.936
H  0.203  -2.121  7.090
H  -0.303  -2.972  4.830
H  0.129  1.034  3.272
H  0.619  1.846  5.529
H  -3.760  -0.478  3.552
H  -4.881  1.752  3.781
H  -4.141  3.666  2.385
H  -2.233  3.333  0.782
F  0.934  3.974  -5.587
C  0.509  3.394  -4.487
C  1.086  2.200  -4.070
F  2.056  1.639  -4.772
C  0.634  1.608  -2.910
F  1.165  0.450  -2.479
C  -0.380  2.178  -2.156
O  -0.842  1.548  -1.041
C  -0.952  3.367  -2.582
F  -1.928  3.912  -1.861
C  -0.510  3.979  -3.743
F  -1.053  5.110  -4.140
C  5.009  -0.587  2.615
C  4.364  0.357  1.600
C  3.335  1.223  2.311
S  2.167  2.190  1.354
O  1.400  1.103  0.488
C  3.093  3.158  0.156
C  3.820  2.449  -0.982
C  4.252  3.490  -2.016
H  5.761  -1.204  2.128
H  4.269  -1.251  3.064
H  5.502  -0.033  3.414
H  3.884  -0.216  0.803
H  5.129  0.985  1.149
H  3.791  1.971  2.971
H  2.668  0.620  2.935
H  3.765  3.746  0.792
H  2.337  3.850  -0.226
H  3.164  1.709  -1.437
H  4.690  1.917  -0.610
H  3.396  4.041  -2.412
H  4.755  3.003  -2.850
H  4.945  4.214  -1.586
F  1.213  -1.500  -7.317
C  0.722  -1.555  -6.088
C  1.280  -2.445  -5.189
C  0.761  -2.505  -3.905
C  -0.302  -1.677  -3.554
C  -0.863  -0.796  -4.479
C  -0.346  -0.731  -5.762
Sb  -1.144  -1.754  -1.649
C  -0.830  -3.628  -0.799
C  -1.928  -4.402  -0.429
C  -1.729  -5.647  0.143
C  -0.430  -6.087  0.336
F  -0.234  -7.275  0.890
C  0.676  -5.332  -0.022
C  0.470  -4.090  -0.592
C  -3.197  -1.476  -1.925
C  -3.883  -0.405  -1.352
C  -5.240  -0.244  -1.579
C  -5.888  -1.166  -2.384
F  -7.187  -1.016  -2.600
C  -5.230  -2.232  -2.972
C  -3.873  -2.384  -2.742
H  2.096  -3.081  -5.502
H  1.182  -3.210  -3.202
H  -1.720  -0.181  -4.222
H  -0.765  -0.078  -6.516
H  -2.940  -4.051  -0.591
H  -2.557  -6.280  0.431
H  1.668  -5.729  0.144
H  1.331  -3.491  -0.868
H  -3.371  0.328  -0.740
H  -5.801  0.579  -1.159
H  -5.780  -2.921  -3.598
H  -3.353  -3.214  -3.208



Entry from OMol25: a molecular structure, C29H29IrN2O5S2Te (ωB97M-V/def2-TZVPD).

- energy relative to the best compared isomer or geometry (same formula, charge and spin) (kJ/mol) = 120.0
- HOMO (alpha / beta) (eV) = -11.32 / -11.41
- total charge = +1
- gap between HOMO and LUMO (alpha / beta) (eV) = 6.4 / 6.4
- E (eV) = -75555.0327
- multiplicity = 2

Atoms and positions in Å:
Ir  1.408  0.543  -0.219
Te  -0.568  -1.011  0.531
C  -1.290  -2.046  -1.156
C  -0.563  -2.152  -2.336
C  -1.082  -2.899  -3.384
C  -2.310  -3.532  -3.255
C  -3.029  -3.424  -2.074
C  -2.520  -2.679  -1.019
C  0.604  -2.613  1.253
C  0.288  -3.158  2.491
C  1.031  -4.227  2.980
C  2.071  -4.750  2.228
C  2.378  -4.205  0.986
C  1.649  -3.132  0.496
H  0.386  -1.650  -2.452
H  -0.524  -2.982  -4.307
H  -2.708  -4.111  -4.077
H  -3.985  -3.918  -1.969
H  -3.079  -2.612  -0.094
H  -0.528  -2.757  3.079
H  0.788  -4.652  3.944
H  2.641  -5.588  2.605
H  3.180  -4.625  0.392
H  1.890  -2.710  -0.473
C  -4.162  -0.420  2.294
C  -3.940  0.688  1.304
C  -4.062  2.022  1.680
C  -3.895  3.043  0.754
C  -3.584  2.727  -0.558
C  -3.465  1.402  -0.961
C  -3.648  0.396  -0.029
S  -3.324  4.012  -1.748
O  -3.760  5.236  -1.148
O  -3.827  3.529  -2.996
N  -1.709  4.144  -1.944
C  -0.874  4.820  -0.967
C  -0.516  4.022  0.288
C  0.062  2.672  0.021
O  0.370  2.278  -1.137
O  0.335  1.879  0.993
H  -4.074  -0.062  3.319
H  -3.442  -1.228  2.150
H  -5.161  -0.846  2.175
H  -4.307  2.267  2.706
H  -4.017  4.080  1.036
H  -3.269  1.168  -2.000
H  -3.595  -0.637  -0.350
H  -1.290  3.373  -2.445
H  -1.396  5.727  -0.669
H  0.039  5.124  -1.478
H  -1.358  3.902  0.971
H  0.251  4.569  0.846
C  2.607  0.256  1.588
C  3.876  0.234  0.976
C  4.301  1.467  0.231
C  5.703  1.471  -0.278
C  6.432  0.354  -0.272
C  5.873  -0.883  0.246
C  4.652  -0.947  0.831
H  2.302  1.187  2.058
H  2.333  -0.634  2.147
H  4.082  2.379  0.786
H  6.084  2.398  -0.687
H  7.439  0.345  -0.665
H  6.475  -1.780  0.181
H  4.269  -1.877  1.231
O  2.239  -0.570  -1.763
S  3.537  0.247  -2.019
N  3.287  1.358  -0.870



Entry from OMol25: a molecular structure, C15H22ClF5GaN2S (ωB97M-V/def2-TZVPD).

- energy relative to the best compared isomer or geometry (same formula, charge and spin) (kJ/mol) = 0.0
- HOMO (eV) = -12.43
- total charge = +1
- gap between HOMO and LUMO (eV) = 9.6
- E (eV) = -108208.1704

Atoms and positions in Å:
Ga  -0.577  -0.140  -0.420
C  1.701  0.523  3.476
C  1.648  0.813  1.996
C  2.299  -0.004  1.073
C  2.311  0.305  -0.284
C  1.665  1.455  -0.745
C  0.989  2.266  0.171
C  0.982  1.943  1.522
H  2.356  1.243  3.970
H  2.086  -0.475  3.674
H  0.714  0.612  3.932
H  2.826  -0.883  1.423
H  2.863  -0.318  -0.976
H  1.751  1.754  -1.780
H  0.505  3.173  -0.170
H  0.481  2.598  2.227
Cl  -3.230  -0.360  -0.593
C  -2.126  0.872  0.205
H  -2.331  0.852  1.267
H  -2.343  1.841  -0.223
F  1.004  -2.538  -0.306
C  -0.210  -2.092  0.094
F  -1.141  -2.819  -0.593
C  -0.400  -2.464  1.585
F  0.717  -2.207  2.276
F  -0.727  -3.737  1.754
F  -1.390  -1.708  2.098
C  -2.380  1.802  -3.383
N  -2.538  0.395  -3.760
C  -3.913  0.057  -4.151
C  -1.585  -0.529  -3.633
S  -0.124  -0.243  -2.711
N  -1.679  -1.692  -4.290
C  -2.269  -1.794  -5.636
C  -0.932  -2.890  -3.853
H  -2.829  2.420  -4.160
H  -1.334  2.059  -3.286
H  -2.896  1.992  -2.444
H  -4.587  0.644  -3.528
H  -4.112  -0.994  -3.970
H  -4.116  0.300  -5.194
H  -2.420  -0.809  -6.063
H  -3.210  -2.343  -5.634
H  -1.562  -2.327  -6.268
H  -1.098  -3.082  -2.798
H  0.136  -2.787  -4.032
H  -1.309  -3.735  -4.425



Entry from OMol25: 7 unconnected molecules or ions with the total composition H14O7 (ωB97M-V/def2-TZVPD).

- energy relative to the best compared isomer or geometry (same formula, charge and spin) (kJ/mol) = 56.7
- HOMO (eV) = -10.94
- gap between HOMO and LUMO (eV) = 11.3
- E (eV) = -14560.8740
- SMILES = O.O.O.O.O.O.O

Atoms and positions in Å:
O  1.472  -0.208  1.218
O  -0.354  -1.871  2.364
O  -1.850  -0.433  0.656
O  -0.121  2.348  1.089
H  1.568  0.554  1.807
H  1.152  -0.924  1.800
H  -0.913  -2.283  3.029
H  -0.960  -1.281  1.850
H  -1.351  -0.673  -0.147
H  -1.856  0.531  0.630
H  -0.887  2.885  1.300
H  -0.092  2.151  0.136
O  -0.632  -1.128  -1.895
O  -0.375  1.791  -1.657
O  2.054  -1.100  -1.245
H  -0.557  0.896  -1.989
H  -0.752  2.458  -2.234
H  -0.608  -1.224  -2.855
H  0.314  -1.219  -1.635
H  2.022  -0.574  -0.417
H  2.726  -0.695  -1.806



Entry from OMol25: C4H5NO in the gas phase (ωB97M-V/def2-TZVPD).

- energy relative to the best compared isomer or geometry (same formula, charge and spin) (kJ/mol) = 495.3
- HOMO (eV) = -9.04
- gap between HOMO and LUMO (eV) = 9.2
- E (eV) = -7761.3935

Atoms and positions in Å:
C  1.175  0.521  -0.617
C  0.475  -0.373  0.351
O  -0.710  0.112  1.000
C  -0.710  -1.157  -0.027
C  -1.741  0.078  -0.227
N  -2.617  0.743  -0.629
H  1.590  1.384  -0.090
H  1.994  -0.036  -1.087
H  0.482  0.855  -1.395
H  1.070  -0.746  1.186
H  -0.826  -2.092  0.555



Entry from OMol25: 2 unconnected molecules or ions with the total composition CH5ClN2 (ωB97M-V/def2-TZVPD).

- energy relative to the best compared isomer or geometry (same formula, charge and spin) (kJ/mol) = 300.0
- HOMO (alpha / beta) (eV) = -8.53 / -8.52
- gap between HOMO and LUMO (alpha / beta) (eV) = 7.3 / 7.3
- E (eV) = -16617.3750

Atoms and positions in Å:
C  0.213  -0.999  0.242
N  0.338  1.236  -0.085
N  0.120  0.123  -0.591
Cl  -2.332  -0.102  -1.316
H  1.381  -1.194  0.177
H  0.210  -0.582  1.294
H  -0.280  -1.911  -0.159
H  0.206  2.048  -0.600
H  0.145  1.379  1.038



Values for strongest force on any atom, Eh/bohr, ordered as above
0.012; 0.016; 0.011; 0.012; 0.057; 0.109